Entry 1:
DFT (ωB97M-V/def2-TZVPD) results for a cluster of 4 separate species, C2H11NO4 in total.

Structure (XYZ):
```
18
Properties=species:S:1:pos:R:3
C 1.20 0.19 1.26
C 1.36 -1.07 0.32
N 1.16 -2.28 0.97
O 1.46 -0.95 -0.92
H 0.40 0.13 2.00
H 2.21 0.36 1.81
H 1.29 1.05 0.50
H 1.02 -2.22 1.96
H 1.07 -3.19 0.40
O -2.49 3.36 1.39
H -1.62 3.34 1.07
H -2.70 4.26 1.19
O -0.36 -3.46 -1.13
H -0.16 -2.50 -1.16
H 0.44 -3.75 -1.74
O -1.45 2.66 -2.76
H -1.68 2.26 -1.91
H -1.15 1.82 -3.25
```

Values from the calculation:
HOMO level, eV: -10.3
Molecular weight, g mol⁻¹: 113.11
SMILES: CC(N)=O.O.O.O
DFT total energy, eV: -11932.1634
Frontier orbital gap, eV: 10.68
ΔE to the lowest compared entry with this formula, charge and spin, eV: 1.594

Entry 2:
DFT (ωB97M-V/def2-TZVPD) results for a structure of composition C12H25N4O2PRe.

Structure (XYZ):
```
45
Properties=species:S:1:pos:R:3
C -0.50 2.47 -1.51
C -0.04 1.36 -2.36
N 0.27 0.21 -1.69
C 0.07 -0.93 -2.41
C 0.31 -0.98 -3.79
C 0.22 0.24 -4.46
C -0.02 1.42 -3.76
C -0.47 -2.01 -1.59
P 0.15 -2.15 0.26
H -0.19 2.39 -4.28
H 0.43 -1.97 -4.28
H 0.31 0.22 -5.54
C 1.46 2.62 -0.05
C -0.75 3.02 0.88
H -0.44 -3.02 -1.94
H -1.61 2.57 -1.44
H -0.10 3.46 -1.85
C 1.65 -3.05 0.56
C -1.13 -3.30 0.82
H 1.75 -3.23 1.64
H 1.67 -4.01 0.02
H 2.53 -2.45 0.27
H -1.30 -3.22 1.90
H -2.08 -3.10 0.30
H -0.80 -4.32 0.57
H -0.65 4.12 0.66
H -1.81 2.71 0.84
H -0.37 2.81 1.90
H 1.55 3.69 -0.31
H 1.86 2.42 0.94
H 2.01 2.05 -0.79
Re -0.09 0.05 0.40
H 1.47 -0.05 0.64
O -1.89 -0.40 -0.23
H -1.51 -1.53 -1.42
H -2.54 0.02 -0.88
N 0.04 2.19 -0.09
N -0.02 -1.22 4.02
C 0.04 0.04 3.54
N 0.16 1.05 4.41
O 0.01 0.26 2.29
H -0.01 -1.40 5.02
H -0.07 -2.00 3.36
H 0.25 2.00 4.02
H 0.19 0.94 5.41
```

Values from the calculation:
Charge: +3
Multiplicity: 5
HOMO level (spin up / spin down), eV: -18.0 / -19.6
Molecular weight, g mol⁻¹: 474.54
DFT total energy, eV: -34293.5456
Frontier orbital gap (spin up / spin down), eV: 7.25 / 5.27

Entry 3:
DFT (ωB97M-V/def2-TZVPD) results for a structure of composition C37H103F4NO18P3S4.

Structure (XYZ):
```
170
Properties=species:S:1:pos:R:3
C 3.98 1.54 -0.72
C 3.43 0.12 -0.82
C 2.64 -0.13 -2.11
C 2.49 -1.62 -2.50
N 1.48 -2.38 -1.72
C 0.32 -2.67 -2.56
C -0.45 -1.37 -2.95
C -1.98 -1.57 -2.84
C -2.61 -0.90 -1.62
P -2.24 -1.82 0.01
C -3.92 -2.70 0.11
C -4.26 -3.59 -1.09
C -3.53 -4.94 -1.14
C -4.17 -5.83 -2.22
C -1.57 -2.91 1.54
F -1.62 -4.24 1.19
F -0.28 -2.73 1.90
F -2.31 -2.84 2.68
O -0.70 -0.93 0.10
C -0.80 0.31 0.65
P 0.83 0.84 1.36
S 1.78 2.04 0.11
C -2.14 0.43 1.48
P -3.09 2.01 1.06
C -1.89 3.40 0.87
C -2.56 4.80 0.98
C -4.26 2.39 2.44
C -3.75 3.29 3.61
S -1.89 0.34 3.32
O -3.06 -0.16 3.97
O -1.38 1.59 3.80
F -0.71 -0.70 3.58
O -2.96 -0.57 1.04
C 1.98 -3.50 -1.08
S 1.39 -5.03 -1.19
S 3.30 -3.14 0.08
C 4.28 -4.67 0.10
C 3.87 -5.66 1.21
C 3.61 -5.03 2.58
H 3.24 2.28 -0.42
H 4.48 1.87 -1.64
H 4.75 1.55 0.05
H 2.78 -0.07 0.03
H 4.28 -0.56 -0.82
H 1.66 0.36 -2.09
H 3.21 0.33 -2.92
H 3.48 -2.06 -2.44
H 2.21 -1.62 -3.56
H -0.39 -3.32 -2.06
H 0.65 -3.19 -3.47
H -0.22 -1.16 -3.99
H -0.12 -0.55 -2.32
H -2.43 -1.13 -3.74
H -2.22 -2.63 -2.89
H -3.69 -0.92 -1.77
H -2.32 0.15 -1.61
H -1.74 -2.91 -0.75
H -4.69 -1.93 0.19
H -4.01 -3.32 1.01
H -4.13 -3.10 -2.06
H -5.33 -3.83 -1.03
H -2.51 -4.75 -1.49
H -3.51 -5.44 -0.18
H -4.27 -5.28 -3.15
H -5.17 -6.12 -1.87
H -3.58 -6.73 -2.41
H -0.93 1.06 -0.15
H 1.57 -0.33 1.61
H 0.67 1.49 2.59
H -1.01 3.35 1.51
H -1.51 3.31 -0.16
H -2.32 5.21 1.95
H -3.64 4.73 0.93
H -2.19 5.47 0.21
H -4.65 1.47 2.86
H -5.10 2.89 1.97
H -2.76 3.70 3.43
H -4.46 4.08 3.84
H -3.64 2.67 4.50
H 5.33 -4.41 0.21
H 4.18 -5.17 -0.86
H 4.71 -6.36 1.31
H 3.01 -6.24 0.91
H 2.63 -4.55 2.57
H 4.36 -4.27 2.79
H 3.58 -5.80 3.35
C -3.59 -6.58 -5.71
O -2.54 -6.66 -4.76
H -4.53 -6.71 -5.18
H -3.60 -5.61 -6.21
H -3.50 -7.37 -6.46
H -1.71 -6.54 -5.23
C 1.06 -7.84 4.10
O 2.35 -7.56 4.65
H 1.19 -7.99 3.03
H 0.64 -8.75 4.53
H 0.37 -7.01 4.26
H 2.23 -7.43 5.60
C -1.50 8.34 1.86
O -2.51 7.51 2.45
H -1.06 7.79 1.03
H -1.92 9.27 1.50
H -0.71 8.55 2.60
H -2.89 7.99 3.19
C 3.52 1.79 3.34
O 4.64 1.90 2.45
H 2.66 1.50 2.74
H 3.70 1.02 4.10
H 3.31 2.74 3.83
H 5.40 2.15 2.97
C -2.72 -10.15 -2.81
O -2.87 -9.69 -4.14
H -2.80 -11.23 -2.82
H -1.73 -9.88 -2.41
H -3.49 -9.74 -2.16
H -2.79 -8.72 -4.12
C 4.16 4.95 1.41
O 4.69 5.78 2.45
H 4.52 3.94 1.58
H 3.07 4.95 1.43
H 4.51 5.29 0.43
H 4.37 6.67 2.30
C 7.23 -1.91 1.82
O 6.33 -2.71 2.57
H 7.86 -2.57 1.22
H 6.68 -1.24 1.15
H 7.87 -1.31 2.48
H 5.78 -2.12 3.09
C -0.53 8.75 -2.04
O 0.45 8.42 -1.05
H -1.51 8.75 -1.56
H -0.33 9.74 -2.45
H -0.52 8.01 -2.84
H 1.31 8.44 -1.49
C -1.46 -5.49 5.07
O -2.16 -5.88 3.90
H -1.98 -5.91 5.93
H -0.43 -5.88 5.06
H -1.43 -4.40 5.16
H -1.69 -5.51 3.14
C -0.37 5.19 -4.27
O -0.88 5.45 -2.97
H -1.21 4.96 -4.93
H 0.16 6.05 -4.67
H 0.30 4.32 -4.25
H -0.13 5.64 -2.40
C -4.96 0.73 -4.23
O -5.38 -0.39 -3.46
H -4.00 1.06 -3.83
H -4.84 0.46 -5.28
H -5.68 1.56 -4.14
H -6.23 -0.68 -3.79
C 5.69 -0.87 6.24
O 5.70 -0.66 4.83
H 5.67 -1.94 6.41
H 6.58 -0.45 6.71
H 4.80 -0.42 6.69
H 5.72 0.29 4.67
C -1.55 12.33 0.98
O -1.30 11.03 0.47
H -2.63 12.48 0.99
H -1.17 12.43 2.00
H -1.09 13.10 0.35
H -0.35 10.90 0.47
C 2.06 7.34 -6.68
O 0.64 7.37 -6.61
H 2.44 7.69 -5.72
H 2.43 6.33 -6.86
H 2.43 8.01 -7.46
H 0.30 7.07 -7.45
```

Values from the calculation:
Charge: -1
HOMO level, eV: -5.0
Molecular weight, g mol⁻¹: 1147.40
DFT total energy, eV: -160453.7248
Frontier orbital gap, eV: 6.59

Entry 4:
DFT (ωB97M-V/def2-TZVPD) results for a structure of composition C5H11N.

Structure (XYZ):
```
17
Properties=species:S:1:pos:R:3
C 2.14 -1.12 -0.22
C 1.25 0.07 -0.59
C 0.26 0.40 0.50
C -1.30 1.69 0.81
N -1.07 0.45 0.30
C -1.98 -0.52 -0.27
H 2.66 -0.94 0.73
H 1.55 -2.04 -0.11
H 2.90 -1.30 -0.99
H 1.88 0.94 -0.80
H 0.69 -0.14 -1.51
H 0.63 0.47 1.53
H -0.88 2.55 0.30
H -2.08 1.84 1.56
H -1.43 -1.44 -0.51
H -2.45 -0.14 -1.18
H -2.77 -0.77 0.45
```

Values from the calculation:
HOMO level, eV: -7.4
Molecular weight, g mol⁻¹: 85.15
DFT total energy, eV: -6850.1881
Frontier orbital gap, eV: 8.47
ΔE to the lowest compared entry with this formula, charge and spin, eV: 3.340

Entry 5:
DFT (ωB97M-V/def2-TZVPD) results for a cluster of 2 separate species, C3H3O4 in total.

Structure (XYZ):
```
10
Properties=species:S:1:pos:R:3
C 2.97 -0.72 0.02
C 2.04 0.53 -0.14
C 0.10 0.05 0.36
O 3.80 -0.55 0.96
O 2.77 -1.67 -0.71
O 2.07 1.50 -1.09
O 2.23 1.85 0.24
H -0.08 -0.61 -0.42
H -0.60 0.85 0.43
H 0.20 -0.48 1.48
```

Values from the calculation:
Charge: -1
HOMO level, eV: -4.4
Molecular weight, g mol⁻¹: 103.05
DFT total energy, eV: -11345.6119
Frontier orbital gap, eV: 8.60
ΔE to the lowest compared entry with this formula, charge and spin, eV: 5.041

Entry 6:
DFT (ωB97M-V/def2-TZVPD) results for a cluster of 2 separate species, C7H14 in total.

Structure (XYZ):
```
21
Properties=species:S:1:pos:R:3
C -0.65 -1.69 -1.98
C 0.03 -0.32 -1.95
C 0.82 0.00 -0.69
C 0.25 0.78 0.23
C -1.12 1.16 0.45
C 0.71 1.12 1.53
C 1.75 0.23 2.16
H 0.06 -2.51 -2.05
H -1.35 -1.85 -1.16
H -1.24 -1.74 -2.91
H -0.72 0.48 -1.97
H 0.67 -0.23 -2.83
H 1.85 -0.31 -0.67
H -6.47 -2.87 1.37
H -1.86 0.48 0.85
H -1.38 2.20 0.56
H 0.21 1.78 2.22
H -6.23 -2.15 1.33
H 1.98 0.56 3.17
H 2.67 0.29 1.57
H 1.47 -0.82 2.20
```

Values from the calculation:
HOMO level, eV: -7.0
Molecular weight, g mol⁻¹: 98.19
DFT total energy, eV: -7480.9720
Frontier orbital gap, eV: 6.88
ΔE to the lowest compared entry with this formula, charge and spin, eV: 5.322

What did the fifth record say?
DFT (ωB97M-V/def2-TZVPD) results for a cluster of 2 separate species, C3H3O4 in total.

Structure (XYZ):
```
10
Properties=species:S:1:pos:R:3
C 2.97 -0.72 0.02
C 2.04 0.53 -0.14
C 0.10 0.05 0.36
O 3.80 -0.55 0.96
O 2.77 -1.67 -0.71
O 2.07 1.50 -1.09
O 2.23 1.85 0.24
H -0.08 -0.61 -0.42
H -0.60 0.85 0.43
H 0.20 -0.48 1.48
```

Values from the calculation:
Charge: -1
HOMO level, eV: -4.4
Molecular weight, g mol⁻¹: 103.05
DFT total energy, eV: -11345.6119
Frontier orbital gap, eV: 8.60
ΔE to the lowest compared entry with this formula, charge and spin, eV: 5.041